1.
This record from the OMol25 dataset describes a structure of composition C16H18ClNO2 at a distorted geometry. The level of theory is ωB97M-V with the def2-TZVPD basis set.

Frontier orbital gap in eV: 7.76
2S+1: 1

CARTESIAN COORDINATES (ANGSTROEM)
C (7.3879, 0.2981, -0.2515)
O (6.6677, -0.6781, 0.2597)
C (5.3177, -0.4755, 0.0545)
C (4.5754, 0.3913, -0.6773)
C (3.1647, 0.2553, -0.9213)
C (2.3044, -0.6380, -0.1152)
C (2.9249, -1.6714, 0.7362)
C (4.3629, -1.5306, 0.5716)
H (4.8314, -2.2944, 1.1671)
H (2.4693, -2.3649, 1.0380)
N (0.9224, -0.3616, -0.2107)
H (0.4482, -1.3090, 0.0092)
C (0.2346, 0.0226, -1.2922)
C (-0.1434, 1.6780, -0.6050)
H (-0.7516, 2.1112, -1.5234)
H (0.6625, 2.1349, -0.2953)
C (-0.9541, 1.3590, 0.7025)
C (-2.3270, 0.7312, 0.5003)
C (-3.2317, 1.5282, -0.3018)
C (-4.5563, 0.8088, -0.3619)
C (-4.7168, -0.5563, -0.1522)
C (-3.7596, -1.1067, 0.7562)
C (-2.4636, -0.4132, 0.8967)
H (-1.7199, -0.9767, 1.5401)
H (-3.7716, -2.0516, 0.6854)
Cl (-6.0704, -1.3662, -0.3739)
H (-5.3268, 1.0738, -0.9908)
H (-3.1744, 2.6082, -0.5846)
O (-1.2869, 2.8223, 1.1702)
H (-1.7033, 2.8189, 1.9340)
H (-0.3881, 1.0977, 1.3607)
H (-0.7343, -0.3721, -1.5369)
H (0.8052, 0.3697, -2.0925)
H (2.6562, 1.0945, -1.3628)
H (5.0482, 1.1389, -1.1348)
H (7.1613, 1.5063, 0.0773)
H (7.2668, 0.2980, -1.5995)
H (8.3555, 0.0474, 0.2002)



2.
This record from the OMol25 dataset describes a cluster of 2 separate species, C6H9N in total at a distorted geometry. The level of theory is ωB97M-V with the def2-TZVPD basis set.

Frontier orbital gap in eV: 10.66
SMILES: C=C(C)C#N.C=C
2S+1: 1

CARTESIAN COORDINATES (ANGSTROEM)
C (0.7560, 0.9982, -0.8794)
C (0.2696, -0.1382, -1.3821)
C (0.3440, -1.4903, -0.7197)
C (-0.2873, -0.1271, -2.7143)
N (-0.6788, -0.1623, -3.8038)
H (0.6805, 1.9375, -1.4184)
H (1.2432, 1.0090, 0.0896)
H (1.1088, -2.0951, -1.2177)
H (-0.6063, -2.0290, -0.8046)
H (0.5995, -1.3940, 0.3382)
C (-1.0898, 0.2781, 1.8025)
C (-0.0602, 0.8877, 2.3791)
H (-1.3362, -0.7586, 2.0197)
H (-1.7158, 0.7820, 1.0695)
H (0.1839, 1.9244, 2.1551)
H (0.5891, 0.3776, 3.0862)



3.
This record from the OMol25 dataset describes the ion C3H5O2S with charge -1 at a distorted geometry. The level of theory is ωB97M-V with the def2-TZVPD basis set.

Frontier orbital gap in eV: 6.92
SMILES: O=C([O-])CCS
2S+1: 1
Net charge: -1

CARTESIAN COORDINATES (ANGSTROEM)
O (1.1383, 1.0101, 1.8308)
C (1.2760, 1.1293, 0.5900)
O (1.9546, 1.9447, -0.0407)
C (0.1882, 0.4342, -0.4247)
C (-0.3392, -0.8633, 0.1990)
S (-1.3547, -1.6218, -1.0274)
H (0.7145, 0.2345, -1.3925)
H (-0.5956, 1.1693, -0.7920)
H (-0.8800, -0.6530, 1.0084)
H (0.4272, -1.5804, 0.5538)
H (-2.5292, -1.2037, -0.5046)



4.
This record from the OMol25 dataset describes a structure of composition C5H7NO at a distorted geometry. The level of theory is ωB97M-V with the def2-TZVPD basis set.

Frontier orbital gap in eV: 8.40
2S+1: 1

CARTESIAN COORDINATES (ANGSTROEM)
C (-1.7409, 0.6122, -0.5086)
C (-0.4664, 0.1200, -0.0528)
C (0.3895, 0.8982, 0.6489)
N (1.6672, 0.3108, 0.6000)
C (1.6161, -0.9892, 0.0505)
O (2.5416, -1.7662, 0.0039)
C (0.1495, -1.2126, -0.3435)
H (-2.5299, -0.0931, -0.8475)
H (-1.8522, 1.5201, -1.0929)
H (-1.7297, 1.7310, 0.6493)
H (-0.3095, 2.0435, 0.8001)
H (2.4493, 0.5657, 1.1829)
H (-0.2530, -2.0290, 0.2776)
H (0.0544, -1.5214, -1.3883)



5.
This record from the OMol25 dataset describes an isolated molecule of C6H4BrClFNO2 at a distorted geometry. The level of theory is ωB97M-V with the def2-TZVPD basis set.

Frontier orbital gap in eV: 7.83
SMILES: O=[N+]([O-])/C(Br)=C/C=C\C=C(\F)Cl
2S+1: 1

CARTESIAN COORDINATES (ANGSTROEM)
O (-3.1819, -0.7650, 2.4648)
N (-3.3770, -0.1166, 1.4620)
O (-4.4153, 0.3200, 0.9810)
C (-2.2531, 0.1928, 0.6023)
Br (-2.6942, 1.1559, -0.9471)
C (-1.0049, 0.0459, 1.1110)
C (0.2351, 0.4878, 0.5247)
C (0.7114, 0.1021, -0.6839)
C (-0.1772, -0.7383, -1.4261)
C (-0.9172, -1.8700, -1.1829)
F (-1.3011, -2.4824, -2.3696)
Cl (-1.2940, -2.8484, 0.2019)
H (-0.8167, -0.2779, 2.1120)
H (0.9919, 0.9461, 1.2313)
H (1.5466, 0.4633, -1.2619)
H (-0.0201, -0.7210, -2.4458)



6.
This record from the OMol25 dataset describes an isolated molecule of C4H4OS at a distorted geometry. The level of theory is ωB97M-V with the def2-TZVPD basis set.

Frontier orbital gap in eV: 9.34
SMILES: C#CCC(O)=S
2S+1: 1

CARTESIAN COORDINATES (ANGSTROEM)
C (-2.2292, 0.0404, -0.1766)
C (-1.0796, -0.2092, 0.0116)
C (0.2827, -0.7083, 0.0919)
C (1.4066, 0.2959, -0.0400)
O (0.9793, 1.5485, 0.0271)
S (2.9637, -0.1378, -0.1025)
H (-3.1910, 0.5091, -0.2069)
H (0.3472, -1.5020, -0.6878)
H (0.5274, -1.2839, 1.0083)
H (-0.0070, 1.4474, 0.0750)



7.
This record from the OMol25 dataset describes a cluster of 12 separate species, C69H163O37P in total at a distorted geometry. The level of theory is ωB97M-V with the def2-TZVPD basis set.

Frontier orbital gap in eV: 9.31
SMILES: COP(=O)(OC)OC.COCCOCCOC.COCCOCCOC.COCCOCCOC.COCCOCCOC.COCCOCCOC.COCCOCCOC.COCCOCCOC.COCCOCCOC.COCCOCCOC.COCCOCCOC.COCCOCCOC
2S+1: 1

CARTESIAN COORDINATES (ANGSTROEM)
C (-4.8683, 0.9581, 4.1235)
O (-4.1251, 0.1442, 4.9528)
P (-4.6016, -1.2373, 5.5967)
O (-5.4850, -2.0261, 4.7004)
O (-3.3177, -2.0790, 6.1754)
C (-2.6028, -2.9666, 5.2228)
O (-5.2908, -0.6731, 6.9122)
C (-5.8472, -1.4311, 7.9808)
H (-4.3590, 1.8771, 3.8333)
H (-5.8656, 1.2525, 4.4503)
H (-4.9972, 0.4679, 3.1585)
H (-2.1935, -2.3265, 4.4412)
H (-3.2004, -3.6611, 4.6323)
H (-1.9466, -3.6366, 5.7783)
H (-6.2071, -2.4117, 7.6691)
H (-6.4858, -0.8098, 8.6087)
H (-5.0824, -1.8832, 8.6124)
C (0.9533, -3.5912, -6.7361)
O (0.8387, -4.4518, -5.6312)
C (0.2788, -5.8129, -5.8651)
C (0.2822, -6.5855, -4.5781)
O (1.5903, -6.7607, -3.9866)
C (1.7302, -5.8804, -2.9026)
C (3.2794, -5.7857, -2.5156)
O (3.6080, -5.0393, -1.3346)
C (3.0289, -3.7742, -1.3409)
H (1.3496, -2.6015, -6.5091)
H (0.0255, -3.3671, -7.2623)
H (1.6240, -4.0411, -7.4681)
H (0.6662, -6.2889, -6.7659)
H (-0.7891, -5.6598, -6.0210)
H (-0.0795, -7.5758, -4.8547)
H (-0.4833, -6.0960, -3.9759)
H (1.1383, -6.2707, -2.0748)
H (1.2993, -4.9305, -3.2191)
H (3.9610, -5.4848, -3.3112)
H (3.8068, -6.7003, -2.2443)
H (3.1219, -3.2843, -0.3717)
H (1.9614, -3.9695, -1.4422)
H (3.3070, -3.2766, -2.2700)
C (11.1209, 0.3208, 2.2440)
O (10.4250, -0.1007, 3.3467)
C (9.0791, 0.3865, 3.4992)
C (8.1248, 0.1452, 2.3001)
O (8.4320, -1.0688, 1.6333)
C (7.6360, -2.2111, 1.7979)
C (6.4621, -2.3051, 0.7524)
O (5.4732, -1.4039, 1.1375)
C (4.9769, -0.6108, 0.0664)
H (12.0436, -0.2592, 2.2347)
H (11.3220, 1.3857, 2.3606)
H (10.5593, 0.2093, 1.3164)
H (9.1373, 1.4508, 3.7270)
H (8.8045, 0.0092, 4.4843)
H (8.1832, 0.8832, 1.5001)
H (7.1298, 0.1524, 2.7450)
H (7.2424, -2.1671, 2.8134)
H (8.2312, -3.1001, 1.5895)
H (6.1174, -3.3382, 0.7974)
H (6.8119, -2.1262, -0.2643)
H (4.2786, 0.0422, 0.5898)
H (4.4814, -1.0986, -0.7730)
H (5.7187, 0.0685, -0.3536)
C (-1.0673, -6.2549, 3.7260)
O (-1.1242, -4.8512, 3.3975)
C (0.0718, -4.1969, 2.8612)
C (0.3548, -4.5799, 1.3522)
O (-0.4056, -3.9216, 0.2649)
C (-1.7347, -3.5340, 0.6624)
C (-2.8026, -4.6411, 0.6553)
O (-4.1098, -4.1353, 0.6930)
C (-4.3717, -3.6644, 2.0559)
H (-0.6399, -6.8783, 2.9407)
H (-2.0201, -6.5767, 4.1464)
H (-0.2914, -6.6036, 4.4076)
H (0.9774, -4.4268, 3.4226)
H (-0.1039, -3.1229, 2.8010)
H (-0.0400, -5.5853, 1.2056)
H (1.4202, -4.5607, 1.1225)
H (-1.8856, -2.8343, -0.1596)
H (-1.8115, -2.9340, 1.5692)
H (-2.4368, -5.3479, 1.4001)
H (-2.7508, -5.2814, -0.2253)
H (-4.1354, -4.3732, 2.8496)
H (-5.3948, -3.3995, 2.3227)
H (-3.8047, -2.7590, 2.2719)
C (3.5389, 4.1086, -6.0195)
O (3.6496, 5.1363, -4.9611)
C (2.4199, 5.8095, -4.6408)
C (2.4052, 6.8039, -3.4803)
O (1.0683, 7.1903, -3.0376)
C (0.2298, 6.1367, -2.5167)
C (0.7049, 5.3271, -1.3263)
O (-0.4457, 5.0898, -0.6112)
C (-0.1562, 4.4053, 0.5659)
H (3.2687, 4.5950, -6.9568)
H (2.8493, 3.2976, -5.7856)
H (4.5452, 3.7101, -6.1485)
H (1.6363, 5.0624, -4.5147)
H (2.0712, 6.3061, -5.5464)
H (2.9715, 7.6455, -3.8791)
H (2.9047, 6.4388, -2.5829)
H (-0.2374, 5.5274, -3.2904)
H (-0.6881, 6.6092, -2.1670)
H (1.4101, 5.8363, -0.6694)
H (1.2024, 4.4165, -1.6602)
H (-0.9713, 3.8730, 1.0560)
H (0.3050, 5.0839, 1.2835)
H (0.6056, 3.6286, 0.4976)
C (6.8162, 5.7557, -0.2536)
O (6.5223, 4.6191, 0.5355)
C (5.6426, 3.6257, 0.1190)
C (5.9483, 3.0145, -1.3132)
O (4.9564, 2.1653, -1.7232)
C (4.5654, 1.9786, -3.0841)
C (5.3393, 0.8164, -3.7741)
O (6.7858, 1.0490, -3.8643)
C (7.5560, -0.0866, -4.0016)
H (7.5781, 5.5895, -1.0152)
H (7.2214, 6.4850, 0.4477)
H (5.8805, 6.1406, -0.6591)
H (4.6444, 4.0237, 0.3013)
H (5.6891, 2.8128, 0.8438)
H (6.9024, 2.4919, -1.3814)
H (5.9442, 3.8609, -2.0000)
H (4.6109, 2.9542, -3.5680)
H (3.5035, 1.7364, -3.0415)
H (4.8545, 0.6616, -4.7380)
H (5.1215, -0.1225, -3.2651)
H (8.5981, 0.2280, -3.9467)
H (7.4479, -0.4310, -5.0301)
H (7.3014, -0.8495, -3.2659)
C (6.4699, 2.7362, 4.6540)
O (5.3317, 3.0829, 3.9259)
C (4.5587, 2.0262, 3.3886)
C (3.6289, 1.4827, 4.4925)
O (3.3500, 0.0872, 4.2981)
C (4.3938, -0.8731, 4.4179)
C (3.8663, -2.1929, 3.7578)
O (2.5253, -2.5758, 4.1866)
C (2.0712, -2.2788, 5.5211)
H (7.0624, 2.1069, 3.9899)
H (6.2709, 2.1548, 5.5543)
H (7.0254, 3.6281, 4.9436)
H (5.1808, 1.3521, 2.7998)
H (3.9490, 2.6904, 2.7761)
H (2.6988, 2.0449, 4.4086)
H (3.9661, 1.5682, 5.5255)
H (4.5817, -0.9251, 5.4903)
H (5.3063, -0.5538, 3.9144)
H (4.5094, -3.0355, 4.0119)
H (3.7123, -2.1283, 2.6806)
H (1.1008, -2.6588, 5.8404)
H (2.1766, -1.2264, 5.7844)
H (2.9001, -2.8006, 5.9995)
C (-5.0104, -0.7719, -2.6189)
O (-5.3346, 0.2034, -3.5857)
C (-5.2968, -0.0639, -5.0372)
C (-5.2815, 1.2987, -5.8718)
O (-4.2313, 2.1892, -5.7092)
C (-3.9981, 2.6305, -4.3744)
C (-2.8153, 3.5739, -4.4850)
O (-1.5234, 2.9594, -4.6529)
C (-1.4163, 2.1833, -5.8622)
H (-4.1262, -1.3532, -2.8806)
H (-5.8576, -1.4522, -2.5318)
H (-4.9242, -0.3377, -1.6229)
H (-6.1807, -0.6518, -5.2850)
H (-4.4358, -0.7120, -5.2008)
H (-6.2161, 1.8307, -5.6942)
H (-5.5276, 1.0807, -6.9111)
H (-3.5490, 1.8432, -3.7690)
H (-4.8387, 2.9879, -3.7797)
H (-2.4950, 4.0136, -3.5405)
H (-3.0418, 4.4300, -5.1206)
H (-0.4530, 1.6747, -5.8988)
H (-1.5625, 2.8606, -6.7037)
H (-2.1906, 1.4169, -5.8266)
C (-5.8328, 2.7791, -0.4473)
O (-4.9036, 2.6072, 0.6397)
C (-4.5624, 3.7427, 1.5114)
C (-4.1213, 5.0327, 0.8462)
O (-5.2726, 5.7128, 0.3763)
C (-5.1693, 7.0152, -0.0360)
C (-4.3750, 7.1588, -1.3160)
O (-5.1151, 6.3025, -2.1728)
C (-4.6214, 6.3325, -3.5085)
H (-5.3383, 3.4824, -1.1174)
H (-6.9082, 2.9235, -0.3433)
H (-5.8286, 1.8217, -0.9684)
H (-3.8315, 3.4083, 2.2476)
H (-5.5507, 3.9809, 1.9046)
H (-3.3045, 4.9371, 0.1308)
H (-3.6170, 5.5688, 1.6503)
H (-4.8610, 7.6848, 0.7670)
H (-6.1956, 7.2573, -0.3123)
H (-3.3407, 6.9168, -1.0716)
H (-4.5270, 8.2061, -1.5770)
H (-5.1430, 5.6180, -4.1454)
H (-3.5999, 5.9967, -3.6869)
H (-4.5701, 7.3386, -3.9246)
C (0.0540, -1.2860, -3.6500)
O (0.7197, -1.0234, -2.4731)
C (0.1675, 0.0287, -1.6867)
C (1.3218, 0.3726, -0.6661)
O (0.7277, 0.7033, 0.5965)
C (0.7674, -0.3117, 1.6015)
C (-0.1873, -0.1419, 2.7229)
O (-1.4894, -0.4273, 2.4441)
C (-2.3141, 0.4474, 1.7054)
H (-0.8873, -1.7887, -3.4276)
H (0.6033, -1.8324, -4.4167)
H (-0.1098, -0.3471, -4.1790)
H (-0.7739, -0.1784, -1.1777)
H (0.0077, 0.9305, -2.2778)
H (1.8193, 1.2272, -1.1247)
H (2.1484, -0.3309, -0.5668)
H (1.7784, -0.4594, 1.9811)
H (0.4786, -1.2644, 1.1575)
H (-0.3648, 0.7827, 3.2722)
H (0.1536, -0.9675, 3.3476)
H (-2.6687, 1.1534, 2.4564)
H (-3.1970, -0.0263, 1.2763)
H (-1.7675, 1.1800, 1.1116)
C (-3.3301, -4.7543, -2.8828)
O (-3.7648, -5.3854, -4.0231)
C (-4.1440, -6.7903, -3.9620)
C (-5.0802, -7.1703, -5.1116)
O (-6.4706, -6.7241, -4.9853)
C (-7.0436, -7.5203, -3.9407)
C (-8.5783, -7.2749, -3.9736)
O (-9.0639, -7.2382, -2.6740)
C (-10.4015, -6.6493, -2.6317)
H (-4.0835, -4.9322, -2.1154)
H (-3.1395, -3.6811, -2.8845)
H (-2.5202, -5.3750, -2.4996)
H (-4.6493, -7.0781, -3.0401)
H (-3.2122, -7.3544, -4.0043)
H (-4.8705, -8.2293, -5.2619)
H (-4.8203, -6.6936, -6.0567)
H (-6.6367, -7.1689, -2.9925)
H (-6.9147, -8.5993, -4.0257)
H (-8.8940, -8.2190, -4.4176)
H (-8.9290, -6.4409, -4.5815)
H (-11.1542, -7.4362, -2.5833)
H (-10.6526, -5.9148, -3.3969)
H (-10.4501, -6.2247, -1.6290)
C (-4.1048, 4.8672, 4.7464)
O (-2.9347, 3.9955, 4.6466)
C (-1.8377, 4.6588, 4.0930)
C (-0.5085, 3.7158, 3.9768)
O (-0.1153, 3.2458, 5.2443)
C (-0.9048, 2.3316, 5.8776)
C (-0.1292, 1.3462, 6.7619)
O (0.3884, 1.9203, 8.0279)
C (1.7404, 2.4008, 7.9283)
H (-3.7188, 5.6744, 5.3688)
H (-4.8208, 4.4464, 5.4524)
H (-4.7320, 5.2861, 3.9595)
H (-1.6212, 5.5738, 4.6444)
H (-2.1311, 4.9922, 3.0976)
H (0.3995, 4.2307, 3.6629)
H (-0.4790, 2.9307, 3.2212)
H (-1.4094, 1.7048, 5.1424)
H (-1.5908, 2.8723, 6.5296)
H (0.6417, 0.8496, 6.1726)
H (-0.6958, 0.5216, 7.1943)
H (2.0234, 2.7621, 8.9169)
H (1.6786, 3.2604, 7.2609)
H (2.5117, 1.7688, 7.4882)



8.
This record from the OMol25 dataset describes an isolated molecule of C13H14N2 at a distorted geometry. The level of theory is ωB97M-V with the def2-TZVPD basis set.

Frontier orbital gap in eV: 8.81
SMILES: Cc1cccc(NCc2ccccc2)n1
2S+1: 1

CARTESIAN COORDINATES (ANGSTROEM)
C (0.6285, -2.4320, 4.0033)
C (-0.1064, -1.9805, 2.7107)
C (-1.1185, -2.7222, 2.0010)
C (-1.6303, -2.0887, 0.7992)
C (-1.1230, -0.8477, 0.4099)
C (-0.1914, -0.1715, 1.2927)
N (0.3609, 1.0421, 0.9354)
C (-0.2696, 1.8465, 0.0317)
C (0.1362, 1.5761, -1.3406)
C (1.3761, 0.9636, -1.6282)
C (1.7989, 0.9859, -2.9624)
C (0.9876, 1.3963, -4.0164)
C (-0.3585, 1.8885, -3.6869)
C (-0.7885, 2.0127, -2.3217)
N (0.3275, -0.7818, 2.3608)
H (0.1582, -1.6811, 4.6797)
H (1.6619, -2.1735, 3.9140)
H (0.4814, -3.3334, 4.5305)
H (-1.5413, -3.6540, 2.3729)
H (-2.4504, -2.5311, 0.2333)
H (-1.1370, -0.3384, -0.4386)
H (1.2006, 1.4714, 1.4500)
H (-0.0644, 2.8993, 0.1866)
H (-1.4051, 1.9362, 0.0907)
H (1.9426, 0.4576, -0.7990)
H (2.7448, 0.4749, -3.1167)
H (1.1483, 1.0938, -5.1655)
H (-1.0398, 2.0408, -4.5392)
H (-1.7295, 2.6506, -1.9872)